i) DFT (ωB97M-V with the def2-TZVPD basis set) results for the molecule CH3N5S.

The HOMO energy is -8.446 eV. Its LUMO energy is -0.22 eV. As for the HOMO-LUMO gap: 8.22 eV.

```
! RIJCOSX wB97M-V def2-TZVPD def2/J DEFGRID3
* xyz 0 1
C 0.617 0.745 0.072
H -1.650 0.609 1.303
H -0.273 -2.120 -0.657
H 1.520 2.603 -0.521
N -0.341 -0.144 -0.207
N 0.324 -1.427 -0.179
N 1.615 -1.233 0.019
N 1.855 0.072 0.368
N 0.520 2.086 -0.213
S -1.944 -0.065 0.058
*
```

Want to see where the charge sits? The natural (NBO) charges in e are: number 1, C, carries 0.456; number 2, H, carries 0.143; number 3, H, carries 0.430; number 4, H, carries 0.378; number 5, N, carries -0.450; number 6, N, carries -0.225; number 7, N, carries 0.051; number 8, N, carries -0.257; number 9, N, carries -0.787; number 10, S, carries 0.259

***

ii) DFT (ωB97M-V with the def2-TZVPD basis set) results for a structure of composition CH3N5S.

The HOMO energy is -9.701 eV. Its LUMO energy is 0.26 eV. As for the HOMO-LUMO gap: 9.96 eV.

```
! RIJCOSX wB97M-V def2-TZVPD def2/J DEFGRID3
* xyz 0 1
C 0.715 -0.781 0.052
H -0.559 1.714 0.957
H -1.571 1.563 -0.686
H 2.187 0.849 -0.363
N -0.434 1.528 -0.065
N -0.362 0.110 0.123
N -1.503 -0.687 0.008
N -1.090 -1.873 -0.035
N 0.262 -1.956 0.004
S 2.357 -0.466 0.003
*
```

Want to see where the charge sits? The natural (NBO) charges in e are: number 1, C, carries 0.135; number 2, H, carries 0.375; number 3, H, carries 0.401; number 4, H, carries 0.151; number 5, N, carries -0.619; number 6, N, carries -0.128; number 7, N, carries -0.070; number 8, N, carries -0.044; number 9, N, carries -0.327; number 10, S, carries 0.125

***

Stability, descending: ii), i)

***

i) DFT (ωB97M-V with the def2-TZVPD basis set) results for the molecule C5H9FO2.

The HOMO energy is -10.249 eV. Its LUMO energy is 0.81 eV. As for the HOMO-LUMO gap: 11.06 eV.

```
! RIJCOSX wB97M-V def2-TZVPD def2/J DEFGRID3
* xyz 0 1
C -0.534 -0.380 1.613
C 0.818 0.234 1.112
C 1.699 -0.391 -0.090
C 1.184 0.092 -1.596
C -0.239 0.171 -2.049
H -1.669 0.366 0.050
H 1.491 0.267 1.879
H 0.523 1.374 1.188
H 2.866 -0.128 -0.107
H 1.738 -1.538 0.072
H 1.576 -0.603 -2.320
H 1.690 1.007 -2.136
H -0.848 -0.471 -1.621
H -0.376 0.386 -3.120
O -1.608 -0.264 0.737
O -0.511 -1.173 2.500
F -0.845 1.386 -1.524
*
```

Want to see where the charge sits? The natural (NBO) charges in e are: number 1, C, carries 0.805; number 2, C, carries -0.537; number 3, C, carries -0.395; number 4, C, carries -0.464; number 5, C, carries 0.046; number 6, H, carries 0.510; number 7, H, carries 0.228; number 8, H, carries 0.223; number 9, H, carries 0.236; number 10, H, carries 0.231; number 11, H, carries 0.223; number 12, H, carries 0.227; number 13, H, carries 0.170; number 14, H, carries 0.190; number 15, O, carries -0.727; number 16, O, carries -0.541; number 17, F, carries -0.428

***

ii) DFT (ωB97M-V with the def2-TZVPD basis set) results for the molecule C5H9FO2.

The HOMO energy is -9.890 eV. Its LUMO energy is 0.82 eV. As for the HOMO-LUMO gap: 10.71 eV.

```
! RIJCOSX wB97M-V def2-TZVPD def2/J DEFGRID3
* xyz 0 1
C 2.190 -0.052 0.082
C 0.715 -0.066 -0.105
C -0.152 -1.273 0.337
C -0.519 -0.217 1.532
C -0.118 0.999 0.540
H 2.619 0.747 -0.475
H 2.617 -1.026 -0.253
H 2.101 -0.062 1.153
H 0.468 -2.236 0.558
H -1.250 -1.172 -1.407
H -1.553 -0.066 1.956
H 0.351 -0.152 2.316
H 0.501 1.739 1.069
H -1.655 1.040 -0.497
O -1.435 -1.342 -0.502
O -1.056 1.757 -0.212
F 0.336 0.168 -1.448
*
```

Want to see where the charge sits? The natural (NBO) charges in e are: number 1, C, carries -0.638; number 2, C, carries 0.306; number 3, C, carries 0.056; number 4, C, carries -0.446; number 5, C, carries 0.055; number 6, H, carries 0.247; number 7, H, carries 0.220; number 8, H, carries 0.223; number 9, H, carries 0.196; number 10, H, carries 0.486; number 11, H, carries 0.241; number 12, H, carries 0.214; number 13, H, carries 0.169; number 14, H, carries 0.476; number 15, O, carries -0.734; number 16, O, carries -0.672; number 17, F, carries -0.399

***

Stability, descending: i), ii)